Entry 1:
32
Properties=species:S:1:pos:R:3:forces:R:3 method="wB97M-V/def2-TZVPD" fmax_ev_per_a=4.1 s_squared=2.007 gap_ev="6.81 / 9.00" homo_energy_ha="-0.216 / -0.348" multiplicity=3 e_above_lowest_ev=1.8879
C 1.373890 0.894949 1.377076 -3.848 0.116 -0.323
C 1.632215 -0.622655 1.147823 0.245 0.080 -0.017
C 1.489719 0.565511 -1.006684 -0.406 -1.871 -1.589
C 0.726723 1.428494 -0.034659 0.191 -1.131 0.760
C 1.468715 -0.824332 -0.323312 2.617 0.889 -1.245
C -0.784709 1.195011 -0.227408 0.197 0.146 2.326
C -0.944655 -0.340801 -0.144858 -1.212 1.501 -1.645
C 1.714291 -2.037558 -1.218929 0.546 -0.080 3.185
C -1.338452 1.744051 -1.504728 0.053 -0.714 -2.763
C -1.605223 1.848527 0.893213 -0.084 -2.441 3.284
C -1.601560 -2.442962 0.895226 -1.831 -0.860 -0.660
N -1.907589 -1.054565 0.486184 -1.505 -1.192 1.207
O -1.874685 -0.932002 -0.980775 0.179 -0.019 -0.590
H 0.652913 1.051273 2.267690 1.023 -0.277 -1.474
H 2.153861 1.569480 1.573722 1.679 0.246 0.257
H 2.663701 -0.897356 1.413008 -0.060 -0.025 0.232
H 0.974711 -1.257287 1.790071 0.308 0.412 -0.403
H 0.982664 0.409211 -2.069876 1.118 0.754 1.972
H 2.519341 1.016586 -1.135599 -0.745 -0.783 -0.156
H 0.955106 2.438024 -0.268174 0.145 1.259 0.397
H 0.731838 -2.213901 -1.706667 0.912 -0.550 -0.258
H 2.151438 -2.910048 -0.565455 -1.392 1.208 -1.315
H 2.565097 -1.755518 -1.834018 -0.353 -0.165 -0.854
H -0.980583 1.034689 -2.330650 -0.303 1.462 0.601
H -1.087987 2.838557 -1.736661 -0.095 -1.667 0.492
H -2.437206 1.611569 -1.570636 0.534 0.253 0.371
H -2.466563 1.156120 1.216392 1.035 1.130 -0.752
H -1.995779 2.798297 0.691513 -0.532 1.373 -0.788
H -1.039627 1.978283 1.879188 -0.475 -0.224 -1.377
H -2.411781 -2.701562 1.657135 1.125 -0.027 -1.168
H -1.618825 -3.196551 -0.024099 0.154 1.740 2.024
H -0.661011 -2.391524 1.394944 0.782 -0.543 0.269


Entry 2:
72
Properties=species:S:1:pos:R:3:forces:R:3 method="wB97M-V/def2-TZVPD" fmax_ev_per_a=5.5 smiles="CCOC(=O)C(F)(F)F.CCOC(=O)C(F)(F)F.O=C1CCCO1.COCCOC.COCCOC" gap_ev=9.78 homo_energy_ha=-0.335
C -10.921768 28.605991 2.086953 0.595 0.633 0.598
C -11.048133 29.139243 0.703315 -0.207 -0.038 -0.983
O -10.146558 30.253841 0.510248 0.516 1.223 -0.043
C -10.166583 30.998839 -0.600252 -1.879 -1.875 -2.377
O -10.924056 30.784204 -1.572711 2.457 1.161 2.972
C -9.021156 32.127797 -0.610753 -0.976 -3.188 0.743
F -8.419052 32.142333 0.579895 0.060 0.569 -0.017
F -8.102377 31.829381 -1.524342 0.083 0.101 -0.275
F -9.585947 33.252179 -0.886997 -0.291 1.793 -0.237
H -9.930641 28.165003 2.193178 -0.306 -0.491 0.196
H -11.760385 27.933128 2.266070 0.371 -0.306 0.058
H -10.969007 29.399290 2.832965 -0.215 0.151 -0.037
H -12.077001 29.435905 0.499566 0.139 0.192 -0.305
H -10.720745 28.363696 0.010886 -0.312 0.054 -0.272
C -3.297959 29.319555 -3.654436 0.523 1.389 1.522
C -3.742782 27.909384 -3.232869 1.248 1.326 -0.607
O -4.307013 27.996073 -1.918366 -1.128 -0.218 1.011
C -4.829050 26.925563 -1.265785 1.854 -3.274 -4.049
O -4.815513 25.765181 -1.729948 -0.227 3.663 1.760
C -5.400818 27.333609 0.065422 1.654 -2.391 1.645
F -5.963775 26.261829 0.662163 0.489 0.909 -0.308
F -4.422683 27.794327 0.904543 -0.383 -0.258 -0.542
F -6.249231 28.256430 -0.115307 -2.247 2.166 -0.046
H -2.649340 29.428936 -4.523581 -0.675 -0.634 -0.510
H -2.631131 29.773637 -2.921467 0.385 -0.619 0.659
H -4.035251 30.119730 -3.589335 -0.730 -0.475 -0.798
H -2.790585 27.386479 -3.143514 -0.456 -0.829 -0.279
H -4.417507 27.574225 -4.020596 -0.127 -0.759 0.595
O -8.354973 25.359017 0.021624 -1.902 -0.426 0.868
C -9.427962 24.917528 0.384955 0.447 -0.251 -1.643
C -10.147932 23.658523 -0.178451 0.367 0.490 0.295
C -11.510037 23.645280 0.504388 -0.063 -0.521 -0.491
C -11.284521 24.571799 1.672940 -0.563 -0.408 0.927
O -10.242894 25.495191 1.297087 -0.056 0.098 0.213
H -10.172399 23.675781 -1.268046 0.153 0.047 0.127
H -9.545911 22.813805 0.156404 0.023 -0.135 -0.203
H -12.365748 24.004006 -0.067583 0.428 0.403 -0.535
H -11.830683 22.628763 0.732367 0.283 0.023 0.626
H -12.238023 25.033984 1.928488 0.376 0.839 -0.117
H -10.978820 24.077018 2.594812 0.311 -0.239 -0.141
C -7.288872 21.323569 4.444520 -0.498 -1.351 0.696
O -8.238925 22.300184 4.163288 0.033 1.724 -1.655
C -9.519280 22.159162 4.740726 0.219 -1.049 0.975
C -10.317500 20.860768 4.427633 1.697 1.435 0.324
O -10.634128 20.845351 3.060351 -1.039 -0.241 -0.433
C -9.782138 20.211647 2.119216 0.055 -0.475 0.517
H -6.222141 21.480519 4.284655 -0.253 1.362 -0.643
H -7.519382 20.455013 3.827614 0.072 -0.508 0.405
H -7.308319 21.115425 5.514285 -0.274 -0.600 0.256
H -10.223541 22.956950 4.504833 0.724 0.454 -0.620
H -9.323933 22.263063 5.808032 -0.486 -0.355 0.562
H -11.197933 20.978661 5.059324 -0.411 -0.364 -0.402
H -9.742432 20.013380 4.800882 -0.105 -0.474 -0.389
H -10.297433 19.502574 1.471316 -0.687 0.085 0.164
H -9.073613 19.582460 2.657953 0.516 0.287 -0.185
H -9.336803 20.935910 1.437150 0.425 0.104 0.388
C -7.300694 23.250272 -2.833598 -0.489 1.263 -0.651
O -7.103977 21.936510 -2.574887 1.188 -2.612 0.108
C -6.081973 21.296549 -3.378511 -0.142 -0.045 2.866
C -4.676180 21.425485 -2.699070 -1.363 0.350 0.473
O -4.686023 20.815607 -1.328700 0.280 0.976 -2.794
C -4.500636 21.678272 -0.223310 0.558 -0.413 0.706
H -6.364354 23.783604 -2.997690 0.048 0.365 0.155
H -7.857808 23.670279 -1.996159 0.183 0.300 -0.102
H -7.904171 23.286954 -3.740556 -0.220 0.730 -0.335
H -6.094277 21.603542 -4.424317 0.036 0.129 -0.047
H -6.360896 20.251836 -3.241128 0.172 -0.162 -0.590
H -4.323844 22.456584 -2.670931 -0.288 0.235 0.458
H -4.024275 20.991930 -3.457467 0.584 -0.945 0.730
H -5.392541 22.154537 0.183852 -0.403 -0.197 -0.351
H -3.748466 22.465403 -0.275808 0.136 0.121 -0.914
H -4.074595 21.011576 0.526418 -0.289 -0.024 0.333


Entry 3:
16
Properties=species:S:1:pos:R:3:forces:R:3 method="wB97M-V/def2-TZVPD" fmax_ev_per_a=2.7 gap_ev="8.36 / 7.69" homo_energy_ha="-0.292 / -0.281" e_above_lowest_ev=5.1859
C 1.364424 0.198235 -0.985458 -0.463 2.255 1.291
C 0.224316 2.792425 -0.686840 0.954 -0.201 1.634
C -1.450325 -0.240284 0.820036 0.904 0.565 -1.438
C 0.674844 -2.514839 0.509391 -2.358 0.351 1.302
O 0.299169 -0.398355 -1.582018 -0.733 -0.124 -1.085
Si 0.184605 -0.764656 0.065828 1.238 -0.622 -0.038
H 1.353946 1.445069 -1.041759 0.367 -1.630 -0.405
H -0.465346 2.392076 -1.439359 0.233 0.343 0.587
H 0.769317 3.755395 -0.815650 -0.587 -0.980 -0.256
H 0.276692 2.410462 0.390768 -0.646 0.613 -1.794
H -1.626951 0.811515 0.571500 -0.113 -0.236 -0.312
H -2.102739 -0.893577 0.250553 -0.676 0.070 0.084
H -1.632966 -0.307150 1.858573 0.092 -0.560 1.112
H 1.467738 -3.083206 0.136738 1.832 0.050 -0.800
H 0.812505 -2.350675 1.604209 -0.067 -0.716 -0.404
H -0.149230 -3.252435 0.343489 0.025 0.821 0.521


Entry 4:
20
Properties=species:S:1:pos:R:3:forces:R:3 method="wB97M-V/def2-TZVPD" fmax_ev_per_a=0.6 smiles="C[C@H](N)C(=O)O.CN" gap_ev=10.16 homo_energy_ha=-0.345 e_above_lowest_ev=1.2496
C 0.862583 0.398784 1.638802 0.001 0.237 -0.308
C 0.505553 0.951150 0.261415 -0.030 -0.076 0.324
N 0.936826 2.328296 0.012630 0.253 0.098 -0.071
C -1.013778 0.960288 0.046111 0.599 0.147 0.122
O -1.823173 0.767259 0.909853 -0.132 0.091 -0.060
O -1.368930 1.363901 -1.183700 -0.463 0.172 -0.259
H 0.365900 0.980463 2.413991 -0.001 -0.010 0.046
H 1.943951 0.433868 1.795375 -0.072 0.005 -0.029
H 0.529383 -0.628735 1.718687 -0.064 -0.229 0.102
H 0.959804 0.323118 -0.514315 -0.166 0.064 0.088
H 0.506756 2.948855 0.690989 0.073 0.033 -0.008
H 1.943035 2.406098 0.125870 -0.125 0.029 -0.019
H -0.584697 1.637812 -1.679925 0.037 0.035 0.198
C -0.060311 -2.418488 -1.015838 -0.094 -0.276 -0.077
N -1.059213 -1.424579 -0.669753 -0.120 -0.411 -0.039
H -0.465607 -3.424999 -1.186812 0.126 0.037 -0.003
H 0.453241 -2.102415 -1.923075 0.106 -0.040 -0.016
H 0.669315 -2.478551 -0.209468 0.114 -0.047 -0.022
H -1.748878 -1.335099 -1.407827 -0.007 0.054 0.112
H -1.551759 -1.687027 0.176988 -0.036 0.086 -0.082